Entry from the Open Molecules 2025 dataset: the ion C11H14ClN2 with charge +1 (wB97M-V/def2-TZVPD).

Values from the calculation:
- SMILES string: C[N+]1(C)C(Cl)=Cc2ccccc2[C@@H]1N
- Total charge: +1
- E: -27127.8533 eV
- Orbital gap: 9.20 eV
- Multiplicity: 1
- Energy relative to the best compared isomer or geometry (same formula, charge and spin): 0.546 eV

CARTESIAN COORDINATES (ANGSTROEM)
C -2.669 -1.221 0.344
N -1.366 -0.510 0.305
C -0.854 -0.467 1.775
C -1.597 0.987 -0.162
Cl -3.180 1.472 -0.538
C -0.470 1.707 -0.113
C 0.896 1.158 -0.101
C 1.942 1.997 0.168
C 3.280 1.392 0.156
C 3.410 0.044 -0.087
C 2.304 -0.705 -0.446
C 1.073 -0.155 -0.370
C -0.366 -1.055 -0.726
N -0.745 -1.053 -2.025
H -2.707 -2.274 0.522
H -3.235 -0.825 1.162
H -3.291 -1.142 -0.478
H -0.968 -1.525 2.102
H 0.306 -0.151 1.776
H -1.457 0.290 2.370
H -0.579 2.741 -0.174
H 1.698 3.098 0.155
H 4.064 2.114 0.371
H 4.441 -0.372 -0.147
H 2.377 -1.694 -0.748
H -0.161 -2.013 -0.421
H -1.405 -1.748 -2.298
H -0.741 -0.092 -2.371

***

Entry from the Open Molecules 2025 dataset: a cluster of 32 separate species, H64O32 in total (wB97M-V/def2-TZVPD).

Values from the calculation:
- E: -66564.7205 eV
- Orbital gap: 10.98 eV
- Multiplicity: 1
- Energy relative to the best compared isomer or geometry (same formula, charge and spin): 1.362 eV

CARTESIAN COORDINATES (ANGSTROEM)
O -0.197 1.158 0.680
H 0.138 0.326 0.368
H -0.773 1.454 -0.011
O -4.816 -3.068 -0.233
H -4.844 -2.201 -0.642
H -4.662 -2.922 0.700
O 2.108 -4.368 -2.601
H 1.384 -4.693 -1.956
H 1.806 -4.751 -3.497
O -0.587 -3.126 1.763
H -0.326 -3.146 2.713
H -1.570 -3.207 1.669
O -4.748 -0.562 -1.548
H -4.438 -0.888 -2.388
H -4.443 0.328 -1.378
O -2.682 1.428 -1.046
H -3.054 2.352 -0.895
H -2.533 1.433 -2.018
O -4.886 -1.354 2.059
H -4.694 -0.380 2.070
H -5.858 -1.324 2.118
O -0.070 0.746 3.439
H 0.629 0.127 3.657
H -0.032 0.930 2.457
O 1.460 -1.721 -3.003
H 1.144 -1.368 -2.171
H 1.517 -2.643 -2.806
O -0.197 -3.693 -4.922
H -0.407 -3.579 -5.850
H 0.225 -2.920 -4.644
O -2.166 -0.935 4.004
H -1.538 -0.194 3.825
H -2.898 -0.897 3.398
O -0.358 4.069 -2.441
H 0.159 3.187 -2.680
H 0.041 4.722 -3.052
O 2.215 4.001 2.290
H 2.040 3.812 3.255
H 1.594 4.684 1.981
O -1.950 0.961 -3.605
H -1.041 1.188 -3.500
H -1.982 -0.011 -3.730
O -3.444 0.893 1.482
H -2.848 1.587 1.924
H -3.156 0.710 0.573
O -3.474 -2.397 -3.271
H -2.966 -3.071 -2.831
H -3.751 -2.899 -4.014
O 4.878 -1.637 2.091
H 4.755 -0.723 1.775
H 5.667 -1.518 2.638
O 1.225 -1.172 0.590
H 0.442 -1.606 1.002
H 1.850 -1.953 0.499
O -2.519 -4.384 -0.413
H -2.637 -5.353 -0.378
H -3.382 -3.891 -0.367
O 3.256 -3.257 0.666
H 3.650 -2.767 1.358
H 3.759 -2.992 -0.127
O 3.284 0.776 1.692
H 2.753 1.570 1.907
H 2.683 0.098 1.511
O -0.431 -2.753 4.575
H -0.710 -3.433 5.228
H -1.284 -2.161 4.433
O -2.743 4.230 -1.097
H -3.406 4.802 -1.517
H -2.010 4.312 -1.695
O 1.845 -1.263 4.229
H 1.338 -1.942 4.671
H 2.716 -1.505 3.907
O 2.877 0.755 -3.622
H 2.742 -0.212 -3.655
H 3.445 0.895 -2.832
O 3.524 1.688 -1.057
H 3.657 1.399 -0.132
H 3.939 2.559 -1.084
O 4.016 4.356 0.272
H 3.353 4.932 -0.167
H 3.591 4.342 1.182
O 2.055 5.482 -3.223
H 2.218 6.104 -3.930
H 2.509 5.666 -2.421
O 0.525 -4.619 -0.435
H -0.389 -4.274 -0.524
H 0.813 -4.365 0.435
O 0.289 4.880 0.717
H -0.637 4.991 0.923
H 0.293 4.196 0.045
O 1.362 2.843 4.808
H 2.198 2.404 4.665
H 0.622 2.328 4.302
O 0.632 1.573 -2.560
H 1.441 1.166 -2.947
H 0.872 1.654 -1.629

***

Entry from the Open Molecules 2025 dataset: a structure of composition H35O17 (wB97M-V/def2-TZVPD).

Values from the calculation:
- Total charge: +1
- E: -35364.1073 eV
- Orbital gap: 10.75 eV
- Multiplicity: 1
- Energy relative to the best compared isomer or geometry (same formula, charge and spin): 8.217 eV

CARTESIAN COORDINATES (ANGSTROEM)
O 3.922 -1.583 2.865
H 0.141 -1.637 4.656
H 2.450 -1.347 1.477
O -0.050 -1.417 3.778
H -2.703 1.545 2.977
H -1.785 -0.938 -3.009
O -4.047 0.187 -2.060
H -4.640 0.583 -2.814
H 0.800 -1.006 1.360
O -0.146 2.447 3.486
H -0.099 1.539 3.155
H 1.992 -2.094 -1.380
O 1.484 -1.496 1.178
H -1.921 -2.012 0.757
O 2.405 1.273 2.126
H 2.170 2.038 1.999
H 1.640 2.321 -2.038
O -1.410 -0.071 -1.078
H -3.277 2.119 0.844
H 4.835 1.393 -1.857
O -1.278 -1.537 1.263
H 4.658 -0.945 2.663
H -1.143 -1.905 2.190
O -2.831 1.528 3.876
H -2.703 0.108 -3.548
H -3.279 0.879 4.275
O 0.915 1.873 -2.248
H -2.350 0.019 -0.796
H 1.139 1.890 -3.180
O -2.228 2.262 -1.179
H 2.856 -3.660 -3.439
H 1.003 -0.212 -4.951
O 4.831 1.683 -0.919
H -2.722 2.789 -1.692
H 5.586 0.931 -0.639
O 1.986 -3.735 -3.072
H 3.854 -1.643 3.811
H -4.038 -0.674 -2.476
O 1.021 -1.144 -4.450
H -1.098 0.715 -0.460
H 2.541 0.873 3.003
O 1.638 -1.206 -1.213
H 1.440 -4.374 -3.422
H -0.878 -0.951 3.639
O -2.295 -0.740 -3.747
H 0.095 -1.480 -4.365
H -1.122 2.447 3.771
O -3.978 1.768 1.455
H -3.906 2.760 1.615
H 1.724 -1.371 0.019
H -1.411 1.947 -1.548
H 0.633 -1.377 -1.092

***

Entry from the Open Molecules 2025 dataset: a cluster of 5 separate species, C29H45BrN3O18P in total (wB97M-V/def2-TZVPD).

Values from the calculation:
- SMILES string: CCc1c(CC(=O)OC(C)=O)c(COO)c2ncc(CNC)nc2c1P(O)Br.COC(=O)OC.COC(=O)OC.COC(=O)OC.COC(=O)OC
- E: -151449.1344 eV
- Orbital gap: 7.16 eV
- Multiplicity: 1

CARTESIAN COORDINATES (ANGSTROEM)
C 2.220 -0.285 -1.438
C 1.416 0.087 -0.090
C -0.130 -0.308 -0.343
C -0.657 -1.808 -0.284
C 0.416 -2.943 0.040
C 0.113 -3.801 1.355
O -0.173 -5.032 1.236
O 0.169 -3.299 2.706
C -1.097 -2.651 2.954
C -2.418 -3.522 3.142
O -1.098 -1.387 2.972
C -2.156 -2.027 -0.562
C -2.726 -3.546 -0.528
O -2.469 -4.200 -1.834
O -2.226 -3.236 -2.767
C -3.171 -0.862 -0.919
N -4.535 -1.250 -1.153
C -5.327 -0.121 -1.506
C -4.791 1.333 -1.618
C -5.819 2.496 -2.081
N -6.783 2.056 -3.132
C -8.182 1.909 -2.606
N -3.451 1.737 -1.344
C -2.652 0.593 -0.993
C -1.116 0.862 -0.695
P -0.513 2.681 -0.825
O 0.877 2.590 -1.879
Br 0.062 3.487 1.214
H 2.400 -1.413 -1.419
H 1.593 -0.058 -2.381
H 3.239 0.250 -1.528
H 1.556 1.164 0.255
H 1.796 -0.594 0.764
H 0.383 -3.688 -0.846
H 1.496 -2.584 0.107
H -2.428 -4.485 2.499
H -2.578 -3.879 4.225
H -3.318 -2.854 2.877
H -3.874 -3.572 -0.400
H -2.302 -4.152 0.349
H -3.056 -3.116 -3.290
H -6.439 -0.296 -1.733
H -5.147 3.301 -2.576
H -6.316 3.021 -1.190
H -6.457 1.208 -3.613
H -8.376 2.594 -1.702
H -8.898 2.268 -3.431
H -8.355 0.815 -2.311
H 0.469 2.273 -2.727
C 2.785 -1.545 3.871
O 4.070 -1.100 4.304
C 4.916 -0.808 3.303
O 4.675 -0.892 2.123
O 6.079 -0.405 3.845
C 7.082 -0.059 2.889
H 2.185 -1.752 4.757
H 2.285 -0.767 3.289
H 2.873 -2.466 3.290
H 6.751 0.777 2.269
H 7.339 -0.922 2.271
H 7.973 0.249 3.437
C 10.137 4.665 6.397
O 9.113 3.778 6.843
C 8.234 3.426 5.888
O 8.253 3.792 4.737
O 7.332 2.597 6.438
C 6.329 2.139 5.531
H 10.785 4.881 7.247
H 10.738 4.198 5.614
H 9.706 5.605 6.044
H 6.778 1.574 4.716
H 5.747 2.979 5.145
H 5.658 1.478 6.080
C -7.519 -7.157 -5.212
O -7.242 -6.679 -3.897
C -6.004 -6.964 -3.456
O -5.156 -7.567 -4.067
O -5.877 -6.460 -2.217
C -4.602 -6.690 -1.619
H -8.541 -6.871 -5.463
H -6.844 -6.700 -5.939
H -7.447 -8.247 -5.249
H -3.811 -6.215 -2.203
H -4.414 -7.761 -1.512
H -4.613 -6.242 -0.624
C 2.198 5.456 -1.778
O 2.313 5.888 -3.134
C 2.089 7.200 -3.316
O 1.811 7.998 -2.455
O 2.229 7.468 -4.627
C 2.018 8.836 -4.969
H 2.397 4.385 -1.750
H 2.934 5.961 -1.149
H 1.186 5.628 -1.404
H 2.747 9.476 -4.466
H 0.999 9.143 -4.721
H 2.156 8.936 -6.046

***

no.,E_HOMO (eV),strongest force on any atom (eV/Å),E_LUMO (Eh)
1,-12.575,4.87,-0.1241
2,-10.908,2.91,0.0028
3,-13.440,15.16,-0.0989
4,-8.550,5.80,-0.0511